Record 1
40
Properties=species:S:1:pos:R:3 method="wB97M-V/def2-TZVPD" s2=0.755 multiplicity=2 e_above_lowest_kj_mol=166.02 gap_ev="6.1 / 4.6"
Yb 11.88695 10.59826 4.54524
O 11.94436 15.98628 9.23757
C 12.01091 15.08763 8.44730
S 12.04763 15.23128 6.60978
C 12.00910 13.55110 6.16854
C 12.06783 12.65425 7.22962
S 12.15391 10.90017 7.32527
S 12.13695 13.30568 8.82654
S 11.84352 13.42983 4.45034
C 17.74211 10.87865 4.40435
N 16.32636 10.59098 4.13545
C 15.75976 9.23643 4.14098
C 14.27827 9.62035 4.07818
O 13.31075 8.83184 4.27664
N 14.06926 10.97116 3.87151
C 15.31039 11.51875 4.04766
N 15.42560 12.83658 4.12929
H 18.31703 9.95176 4.34972
H 17.85420 11.32020 5.40298
H 18.11254 11.56848 3.64978
H 16.02457 8.66707 5.05638
H 16.05505 8.65356 3.24874
H 14.55639 13.35899 4.20689
H 16.29714 13.30282 4.33486
O 6.25663 9.45944 6.49977
S 6.71750 8.76428 5.29851
O 5.80585 7.85315 4.62217
N 7.57288 9.72015 4.25165
C 8.86865 9.41496 4.24935
O 9.79805 10.07481 3.68411
C 9.21445 8.23579 5.00055
C 10.49672 7.70239 5.24356
C 10.57754 6.80071 6.29851
C 9.45850 6.39854 7.03213
C 8.20536 6.92456 6.75679
C 8.11334 7.85476 5.73449
H 11.36120 7.99941 4.64815
H 11.56372 6.40950 6.56437
H 9.60478 5.61778 7.78625
H 7.32638 6.65550 7.33394


Record 2
44
Properties=species:S:1:pos:R:3 method="wB97M-V/def2-TZVPD" s2=2.027 multiplicity=3 e_above_lowest_kj_mol=23.67 gap_ev="5.5 / 5.6" charge=-2
Mo -1.25523 -1.20549 1.47676
N 0.71727 -0.05156 1.98842
C 0.76810 0.62557 3.28876
C -0.36963 1.62581 3.40501
C -1.74678 0.98751 3.52830
O -2.67024 1.61053 4.00850
O -1.81739 -0.25895 3.13965
H 1.46860 -0.72546 1.88608
H 0.79250 0.62555 1.22985
H 1.72488 1.13940 3.42273
H 0.67579 -0.14029 4.06008
H -0.38426 2.28833 2.53521
H -0.22991 2.25427 4.28457
S -3.47207 -4.50855 3.84527
As -2.25208 -4.27748 2.16758
S -0.38231 -3.13159 2.61410
S -3.05232 -2.48625 0.91402
S -1.91365 -5.88887 0.87746
N -3.45996 0.89456 -0.74344
C -2.23171 1.30378 -0.36228
O -1.63798 0.74723 0.60302
C -1.59054 2.39228 -1.01716
C -0.28141 2.71015 -0.59160
N 0.80119 2.93150 -0.24621
C -2.16841 3.03941 -2.12725
N -2.64007 3.56627 -3.04409
H -3.68666 -0.05122 -0.46875
H -3.75532 1.16016 -1.66886
O -1.35921 -0.96820 -1.87548
C -0.26722 -1.04545 -1.34530
O -0.01771 -1.41272 -0.12710
C 0.97047 -0.65095 -2.11463
C 0.82252 0.07957 -3.28570
C 1.93233 0.50752 -3.99603
C 3.20788 0.19987 -3.55149
C 3.33111 -0.53130 -2.38533
C 2.24070 -0.96007 -1.64651
N 4.68360 -0.85143 -1.90684
O 4.79409 -1.41833 -0.83828
O 5.62784 -0.52913 -2.61199
H -0.18289 0.31485 -3.61068
H 1.80535 1.09506 -4.89606
H 4.09296 0.51644 -4.08085
H 2.36777 -1.52235 -0.73347


Record 3
30
Properties=species:S:1:pos:R:3 method="wB97M-V/def2-TZVPD" gap_ev=2.5 charge=+2
In -4.36546 0.86867 0.34175
B -3.71855 -1.75314 1.59439
H -4.50260 -1.19494 2.08215
H -2.89307 -1.07181 1.73087
H -3.72964 -2.70356 2.10509
H -3.86756 -1.85189 0.53030
C 2.07073 3.96128 -0.61454
C 0.83633 4.03032 -1.17588
C -0.00575 2.93615 -1.07008
C 0.44318 1.63360 -0.60887
C 1.71338 1.55311 -0.06525
C 2.55524 2.76373 -0.11895
C 2.27184 0.23903 0.44582
O 3.39814 0.13603 0.94042
C 1.43152 -1.00366 0.09358
C 1.99732 -2.25656 0.16176
C 1.22464 -3.37118 -0.11794
C -0.12643 -3.37543 -0.40861
C -0.71878 -2.13633 -0.37524
C 0.08118 -0.94604 -0.25493
C -0.46086 0.47959 -0.60522
O -1.62882 0.65742 -0.83658
H 2.68344 4.83595 -0.45349
H 0.51608 4.97205 -1.59656
H -1.02286 2.91612 -1.43269
H 3.48977 2.71156 0.41986
H 3.01970 -2.33311 0.50129
H 1.78104 -4.29657 -0.13984
H -0.70192 -4.28809 -0.45614
H -1.77123 -2.11231 -0.61643


Record 4
38
Properties=species:S:1:pos:R:3 method="wB97M-V/def2-TZVPD" e_above_lowest_kj_mol=0.00 gap_ev=7.5
C 4.02920 4.21492 -0.92281
C 2.81396 4.22019 -1.47525
O 2.35636 5.10934 -2.42799
S 3.37724 5.69500 -3.60394
O 4.27336 6.62018 -2.98179
O 4.29038 4.38736 -3.91181
H 4.58710 5.09739 -0.65882
H 4.51193 3.26592 -0.75722
H 2.08280 3.48156 -1.17997
H 3.93488 3.58601 -3.50652
C 0.86595 0.63352 1.46149
C 0.38103 -0.54997 1.86176
C 1.14879 -1.83275 1.67280
O 0.61944 -2.84867 2.08296
C 2.44287 -1.78007 1.02093
C 2.92607 -0.59655 0.61992
C 2.16724 0.68948 0.82573
O 2.69301 1.71888 0.44021
O 4.09627 -0.45585 0.01717
O -0.79394 -0.69859 2.45178
H 0.32507 1.55976 1.59317
H 2.97843 -2.70781 0.87865
H 4.19891 0.49920 -0.15365
H -0.88807 -1.65432 2.64466
C -4.66023 -3.40585 1.48506
C -5.59234 -2.88637 0.67372
C -5.23199 -2.13905 -0.58565
O -6.14631 -1.71857 -1.26750
C -3.82725 -1.96527 -0.91062
C -2.89800 -2.48423 -0.09824
C -3.25976 -3.24417 1.14972
O -2.33273 -3.67649 1.80929
O -1.59343 -2.38859 -0.31356
O -6.89146 -2.98249 0.90308
H -4.90750 -3.94230 2.38991
H -3.57847 -1.41992 -1.80971
H -1.16609 -2.87618 0.42106
H -7.33275 -2.52466 0.16196


Record 5
30
Properties=species:S:1:pos:R:3 method="wB97M-V/def2-TZVPD" e_above_lowest_kj_mol=172.79 gap_ev=9.5
O 2.49431 0.27069 -2.95063
O 1.12911 2.18635 -3.58584
B 1.26016 0.99280 -2.97366
C 1.54315 -0.80749 3.91640
C 1.81161 -0.17729 2.71426
C 0.34941 -1.51366 4.07972
C -2.02211 1.45602 -1.69132
C 0.96731 -0.47491 1.63238
C -0.44984 -1.79450 3.02453
C -2.15279 0.53146 -0.62863
C -0.08974 -0.67458 -1.24603
C 0.07179 0.31377 -2.18115
C -0.77994 1.38632 -2.42104
C -0.21541 -1.26862 1.77975
C -1.19229 -0.54402 -0.37704
C -0.18488 2.51422 -3.26114
C -1.25421 -1.51127 0.70111
H 3.07219 0.73559 -3.53686
H 2.31709 -0.82276 4.66604
H 2.61450 0.50475 2.52113
H 0.25562 -1.99473 5.03589
H -2.68372 2.22312 -1.97291
H 1.08432 0.04125 0.69839
H -1.20323 -2.51606 3.00918
H -3.12501 0.37549 -0.12826
H 0.58486 -1.53406 -1.31798
H -0.19375 3.44899 -2.69677
H -0.66735 2.69458 -4.18411
H -2.28176 -1.48716 1.20165
H -1.05939 -2.55430 0.17292


Record 6
33
Properties=species:S:1:pos:R:3 method="wB97M-V/def2-TZVPD" e_above_lowest_kj_mol=137.34 gap_ev=7.3
Pd 0.39916 -0.04858 -0.12621
C 0.25563 0.03092 4.39366
C -0.58033 -1.04648 4.64678
C -1.14007 -1.74262 3.59058
C -0.84518 -1.34378 2.28922
N -0.02681 -0.29611 2.05828
C 0.50929 0.36890 3.07640
C -1.38578 -1.94801 1.06327
C -2.28046 -3.01887 1.03605
C -2.73884 -3.51817 -0.16953
C -2.30504 -2.95261 -1.36441
C -1.40973 -1.89210 -1.36125
C -0.94470 -1.39102 -0.14932
H 0.71147 0.59204 5.19597
H -0.79324 -1.34511 5.66475
H -1.79255 -2.58487 3.77130
H 1.16215 1.19232 2.81267
H -2.61794 -3.46921 1.96171
H -3.42960 -4.35002 -0.18091
H -2.66125 -3.34529 -2.30797
H -1.06997 -1.45289 -2.29101
S -1.16043 1.69237 -1.02045
C -2.17975 1.66783 0.30107
N -3.12961 0.75631 0.54677
C -3.74731 0.78986 1.86404
C -3.68434 2.25197 2.29696
S -2.16861 2.90324 1.52728
H -3.09651 -0.09852 0.00523
H -3.19357 0.15521 2.55962
H -4.77506 0.43316 1.80275
H -3.61377 2.34850 3.37749
H -4.54118 2.81934 1.93684
Br 2.73031 -0.10642 -0.91292


Record-wise largest force on an atom values, in eV Å⁻¹: 3.01, 0.39, 5.21, 1.38, 5.77, 0.44